(1)
{
  "formula": "C4H14NO2",
  "method": "ωB97M-V with the def2-TZVPD basis set",
  "orbital_gap_ha": 0.3852,
  "energy_ev": -9953.8619,
  "relative_energy_ev": 0.8991,
  "charge": 1,
  "lumo_energy_ev": -3.31,
  "symbols": ["O", "O", "N", "C", "C", "C", "C", "H", "H", "H", "H", "H", "H", "H", "H", "H", "H", "H", "H", "H", "H"],
  "xyz": [[-2.368259, 0.313285, 1.511273], [2.079260, 0.646471, -1.897269], [1.635349, -0.539719, 0.568544], [-0.626419, -0.995952, -0.329412], [0.302429, -1.223724, 0.829409], [-1.014209, 0.472945, -0.541037], [-1.504643, 1.134127, 0.759143], [-1.925377, 2.104069, 0.492369], [-3.280584, 0.612673, 1.394202], [-0.641601, 1.388882, 1.389238], [2.068556, -0.170185, 1.411468], [2.297516, -1.230456, 0.214462], [1.658108, 1.195603, -2.573202], [-0.149885, -1.352080, -1.229982], [-0.228963, 1.135456, -0.913997], [-1.843487, 0.408870, -1.251063], [-1.551517, -1.528338, -0.134843], [3.001797, 0.579440, -2.222077], [0.523777, -2.273506, 0.930656], [-0.076287, -0.853466, 1.774208], [1.644444, 0.175604, -0.182081]],
  "forces_ev_per_angstrom": [[-0.358, 0.135, -0.129], [0.872, 0.106, -0.548], [0.621, -0.404, -0.093], [0.171, 0.944, 0.132], [0.164, 0.130, -0.004], [-0.750, -0.208, 0.734], [0.496, 0.298, -0.420], [-0.320, -0.011, 0.136], [0.263, -0.155, 0.086], [-0.039, -0.175, 0.070], [-0.157, 0.185, 0.106], [-0.016, -0.098, 0.005], [-0.148, -0.069, 0.193], [-0.057, -0.442, -0.397], [0.018, -0.282, -0.318], [0.190, 0.501, -0.150], [0.073, -0.319, -0.043], [-0.628, -0.003, 0.323], [0.091, -0.330, 0.187], [-0.121, 0.110, 0.041], [-0.365, 0.087, 0.091]],
  "lowdin_charge": [-0.048, -0.054, 0.191, -0.181, -0.130, -0.173, -0.273, 0.125, 0.110, 0.113, 0.170, 0.165, 0.077, 0.116, 0.095, 0.124, 0.128, 0.089, 0.129, 0.124, 0.101]
}


(2)
{
  "formula": "C4H14NO2",
  "method": "ωB97M-V with the def2-TZVPD basis set",
  "orbital_gap_ha": 0.3765,
  "energy_ev": -9952.7460,
  "relative_energy_ev": 2.0150,
  "charge": 1,
  "lumo_energy_ev": -4.96,
  "symbols": ["O", "O", "N", "C", "C", "C", "C", "H", "H", "H", "H", "H", "H", "H", "H", "H", "H", "H", "H", "H", "H"],
  "xyz": [[-0.974404, 1.839140, 2.146013], [-0.883837, 0.885969, -2.609745], [0.766324, 0.594695, -0.298039], [1.615212, 1.496415, 0.071222], [-0.012547, -1.724170, -0.327197], [-0.263424, -2.977896, 0.573385], [0.342762, -0.539588, 0.529068], [0.547612, -3.091718, 1.287376], [-0.496172, -0.206634, 1.155483], [1.196389, -0.736869, 1.144048], [0.776123, -1.991446, -1.098311], [-0.404214, 2.550130, 2.491468], [0.106296, 0.767180, -1.074046], [-0.298796, -3.955739, 0.010980], [-1.719510, 1.417241, -2.806364], [-0.885745, -1.454892, -0.913114], [-1.830609, 2.158960, 2.550661], [1.988154, 1.412403, 1.101553], [-0.526025, 0.609338, -3.469645], [-1.249697, -2.866734, 1.033074], [2.205846, 1.896466, -0.695895]],
  "forces_ev_per_angstrom": [[-1.053, 1.439, 1.070], [-1.398, 0.952, -0.475], [-0.805, 1.366, 0.912], [-0.196, -3.429, 0.705], [0.642, -1.513, -0.926], [-0.399, -0.253, -1.229], [-0.157, 0.548, 0.535], [-0.159, 0.098, 0.316], [0.170, -0.186, -0.130], [0.335, -0.336, 0.639], [-0.554, 0.584, 1.013], [0.089, -0.455, -0.260], [0.842, -0.163, -1.130], [0.057, 1.254, 0.237], [1.721, -1.102, 0.316], [-0.315, -0.208, -0.061], [0.989, -0.903, -0.798], [0.055, 0.151, -0.495], [-0.268, 0.159, 0.298], [0.353, -0.097, 0.401], [0.050, 2.093, -0.939]],
  "lowdin_charge": [-0.083, -0.069, 0.052, 0.190, -0.232, -0.082, -0.182, 0.071, 0.125, 0.124, 0.135, 0.050, 0.115, 0.096, 0.113, 0.100, 0.086, 0.131, 0.073, 0.078, 0.108]
}


(3)
{
  "formula": "C4H14NO2",
  "method": "ωB97M-V with the def2-TZVPD basis set",
  "orbital_gap_ha": [0.0917, 0.1862],
  "spin_multiplicity": 2,
  "s2": 1.548,
  "energy_ev": -9932.5170,
  "relative_energy_ev": 7.8770,
  "charge": 2,
  "lumo_energy_ev": [-15.43, -12.87],
  "symbols": ["O", "O", "N", "C", "C", "C", "C", "H", "H", "H", "H", "H", "H", "H", "H", "H", "H", "H", "H", "H", "H"],
  "xyz": [[-4.756940, -0.257904, -0.116780], [1.897177, 0.645293, 2.420223], [1.137836, -1.236174, 0.407624], [0.632045, -0.538050, -0.679733], [-0.623125, 1.149194, 0.679924], [0.431608, 0.920708, -0.462857], [0.296910, -1.093586, -1.945392], [-0.140992, -0.455806, -2.708713], [-0.214460, 1.805421, 1.437717], [3.361367, -0.735102, -1.044549], [1.640406, -0.123002, 1.854376], [-0.953542, 0.194064, 1.095008], [3.030008, -0.056255, -1.070411], [1.469117, -2.178214, 0.136402], [-4.862226, -0.840511, 0.658322], [-1.533481, 1.586600, 0.267140], [1.379590, 1.359125, -0.110042], [0.220689, 1.374143, -1.420663], [-5.585570, 0.249547, -0.219137], [0.606337, -2.097533, -2.239853], [2.567253, 0.328041, 3.061395]],
  "forces_ev_per_angstrom": [[0.552, 0.048, -0.368], [0.184, -0.665, -0.408], [-1.827, 0.043, -3.561], [0.789, 0.313, 3.045], [-0.850, -0.368, -0.395], [0.940, -0.045, -0.156], [-0.002, -0.775, -0.259], [0.039, -0.020, 0.173], [0.178, -0.127, 0.168], [-0.078, 0.425, -0.070], [0.155, 0.352, 0.944], [0.326, 0.166, 0.324], [0.420, -0.375, -0.044], [0.777, 0.338, 0.681], [-0.148, -0.431, 0.540], [0.219, 0.201, -0.248], [-0.175, -0.073, 0.065], [-0.341, 0.316, -0.030], [-0.593, 0.371, -0.128], [-0.152, 0.126, 0.168], [-0.415, 0.180, -0.440]],
  "lowdin_charge": [0.409, -0.001, 0.297, -0.323, -0.019, -0.152, 0.304, 0.119, 0.092, 0.093, -0.001, 0.080, 0.064, 0.142, 0.166, 0.086, 0.133, 0.123, 0.173, 0.119, 0.094]
}


(4)
{
  "formula": "C4H14NO2S",
  "method": "ωB97M-V with the def2-TZVPD basis set",
  "orbital_gap_ha": 0.2428,
  "energy_ev": -20796.3784,
  "relative_energy_ev": 0.5570,
  "charge": -1,
  "lumo_energy_ev": 3.66,
  "symbols": ["S", "O", "O", "N", "C", "C", "C", "C", "H", "H", "H", "H", "H", "H", "H", "H", "H", "H", "H", "H", "H", "H"],
  "xyz": [[-2.091185, 2.350617, 0.630033], [2.717960, 1.194990, -1.375354], [0.875155, 2.895463, -0.321715], [0.185499, -2.359138, 0.509509], [-0.967377, -1.656966, -0.080650], [-1.482936, -0.404404, 0.731469], [-2.040419, 0.672953, -0.169040], [1.427816, -1.623432, 0.451303], [1.725191, -1.359753, -0.567745], [2.841412, 1.722553, -2.173424], [-3.072927, 0.460073, -0.443017], [1.475067, -0.634935, 0.936118], [-1.423194, 0.781351, -1.059819], [2.175975, 1.830672, -0.873352], [-0.617602, -0.087225, 1.317118], [0.790450, 2.552091, 0.588146], [2.191193, -2.306551, 0.838135], [-2.203555, -0.771091, 1.469008], [-1.737435, -2.412373, -0.224524], [-0.044553, 2.920800, -0.621779], [-0.045170, -2.558731, 1.470903], [-0.679364, -1.206965, -1.031323]],
  "forces_ev_per_angstrom": [[0.042, -0.261, -0.119], [0.351, 0.295, -0.336], [0.974, -0.036, 0.463], [-0.594, 0.382, -0.564], [0.076, 0.921, 0.607], [0.482, -1.757, -0.148], [-0.147, 1.156, 0.797], [0.684, 0.102, -0.198], [-0.290, -0.410, -0.176], [0.177, -0.332, -0.111], [0.068, -0.299, -0.287], [-0.172, -0.297, 0.441], [-0.048, -0.277, -0.166], [-0.488, -0.148, 0.201], [-0.069, 0.523, -0.126], [-0.461, 0.327, -0.512], [0.190, 0.442, 0.134], [-0.192, 0.317, -0.005], [-0.253, 0.131, -0.217], [-0.584, -0.095, 0.387], [0.052, -0.086, 0.233], [0.202, -0.600, -0.298]],
  "lowdin_charge": [0.162, -0.102, -0.142, -0.148, -0.241, -0.302, -0.729, -0.166, 0.067, 0.021, 0.029, 0.067, 0.030, -0.027, 0.068, 0.025, 0.069, 0.092, 0.095, -0.049, 0.086, 0.095]
}


(5)
{
  "formula": "C4H14NO3",
  "method": "ωB97M-V with the def2-TZVPD basis set",
  "orbital_gap_ha": 0.2780,
  "energy_ev": -12005.6974,
  "relative_energy_ev": 3.1989,
  "charge": -1,
  "lumo_energy_ev": 3.80,
  "symbols": ["O", "O", "O", "N", "C", "C", "C", "C", "H", "H", "H", "H", "H", "H", "H", "H", "H", "H", "H", "H", "H", "H"],
  "xyz": [[-2.632648, 0.338569, -0.728004], [-2.765792, -2.261698, -0.258077], [-1.178915, 1.982373, 0.288666], [1.273185, -0.394772, 0.193043], [0.432197, -0.698911, -1.005591], [-0.397995, 1.517659, 1.235533], [2.717350, -0.582449, -0.023372], [1.091350, 0.970672, 0.691319], [-2.579706, -2.348656, 0.622616], [0.744733, -1.273390, -1.781519], [1.717577, 1.436602, 1.518351], [-0.867956, 0.692141, 1.714383], [3.124776, -0.855995, 1.007274], [2.866106, -1.588809, -0.400038], [-0.428267, -1.439066, -0.739918], [3.152332, 0.176922, -0.693104], [-2.663520, -1.205193, -0.304861], [-0.178122, 0.092108, -1.441102], [-2.057694, 1.239485, -0.397622], [-2.426891, 0.305480, -1.650305], [-0.168171, 2.193057, 2.186718], [1.226073, 1.703873, -0.034388]],
  "forces_ev_per_angstrom": [[-0.395, 0.802, 0.296], [-0.437, 2.585, -3.051], [-0.576, 2.131, -1.377], [0.401, 0.513, -0.502], [-3.718, -0.170, 3.108], [1.934, -1.173, 0.851], [-0.988, -1.874, 1.457], [-2.211, 1.672, 2.604], [0.748, -0.931, 3.634], [2.695, -1.342, -2.241], [0.211, -2.009, -0.591], [-0.397, -1.579, 0.857], [0.218, 1.741, -1.083], [-0.092, -0.146, -1.082], [1.174, 1.303, 0.413], [0.449, -0.107, 0.643], [-0.385, -1.694, -0.636], [0.613, 0.725, 0.355], [0.388, -1.118, 1.181], [0.013, -0.243, -0.940], [-0.112, -0.296, -1.721], [0.466, 1.211, -2.176]],
  "lowdin_charge": [-0.185, -0.138, -0.271, -0.241, -0.088, -0.427, -0.148, -0.208, -0.056, 0.022, 0.103, 0.063, 0.095, 0.054, 0.092, 0.080, 0.023, 0.065, 0.009, -0.002, 0.097, 0.061]
}